1.
{
  "formula": "C32H48AsBrNO6RuS4Si2",
  "method": "wB97M-V/def2-TZVPD",
  "orbital_gap_ev": [5.609, 5.437],
  "multiplicity": 2,
  "de_lowest_kj_mol": 261.5,
  "e_lumo_ev": [4.00, 4.00],
  "total_charge": -2,
  "symbols": ["Ru", "Br", "As", "S", "S", "S", "S", "Si", "Si", "O", "O", "O", "O", "O", "O", "N", "C", "C", "C", "C", "C", "C", "C", "C", "C", "C", "C", "C", "C", "C", "C", "C", "C", "C", "C", "C", "C", "C", "C", "C", "C", "C", "C", "C", "C", "C", "C", "C", "H", "H", "H", "H", "H", "H", "H", "H", "H", "H", "H", "H", "H", "H", "H", "H", "H", "H", "H", "H", "H", "H", "H", "H", "H", "H", "H", "H", "H", "H", "H", "H", "H", "H", "H", "H", "H", "H", "H", "H", "H", "H", "H", "H", "H", "H", "H", "H"],
  "xyz": [[-0.936, 0.051, -1.406], [0.758, -1.157, 0.522], [2.302, 1.729, -2.322], [0.257, -0.470, -4.353], [-1.139, 1.838, 0.345], [-1.367, -2.211, -1.933], [-3.018, -0.119, -0.501], [0.284, 5.049, -0.296], [0.735, -2.159, 2.471], [3.425, 0.379, -2.499], [0.506, -1.392, -5.438], [3.182, 3.083, -1.980], [1.062, 1.323, -1.260], [0.988, -0.764, -3.112], [-1.147, -0.208, -4.070], [-1.651, 1.857, -2.129], [-4.746, -4.273, -1.101], [-1.843, 2.327, -3.369], [1.595, 2.007, -4.127], [-0.772, 3.986, -1.429], [-0.907, -0.256, 3.826], [-3.477, -3.955, -1.570], [1.441, 3.660, -5.893], [0.999, -1.160, 5.149], [1.555, 5.888, -1.374], [2.457, -3.026, 2.558], [-1.627, 3.648, -3.679], [-3.732, -1.697, -0.776], [2.535, -4.009, 3.736], [0.712, 2.768, -6.670], [-0.442, -4.572, 1.564], [-0.722, -3.382, 2.496], [0.553, -0.726, 3.743], [0.855, 1.123, -4.916], [-2.965, -2.668, -1.405], [-5.517, -3.297, -0.469], [3.575, -1.982, 2.713], [-1.996, -2.714, 1.964], [0.420, 1.507, -6.183], [1.363, 0.521, 3.334], [-0.831, 6.362, 0.451], [2.788, -3.803, 1.271], [-0.994, -3.921, 3.911], [-1.038, 4.457, -2.704], [1.200, 4.161, 1.047], [1.880, 3.277, -4.636], [-1.196, 2.668, -1.156], [-5.007, -2.014, -0.310], [-1.574, -1.007, 4.253], [-2.778, -3.476, 1.850], [-0.209, -4.244, 0.547], [-1.819, 4.009, -4.680], [-0.735, 5.464, -2.977], [-0.149, 0.800, -6.775], [-1.598, 5.900, 1.081], [3.552, -1.238, 1.914], [-0.136, -4.439, 4.347], [-1.339, 6.926, -0.337], [-5.592, -1.248, 0.190], [2.134, 5.111, -1.886], [3.811, -4.192, 1.361], [-0.263, 7.068, 1.066], [-6.509, -3.534, -0.102], [2.426, 0.330, 3.195], [-1.300, 0.037, 2.849], [1.902, 4.865, 1.506], [2.069, -1.367, 5.203], [0.790, -0.346, 5.856], [1.660, 4.655, -6.263], [2.750, -3.167, 0.386], [1.865, -4.861, 3.596], [0.540, 3.745, 1.808], [3.557, -4.406, 3.806], [-1.350, -5.184, 1.509], [0.365, -5.211, 1.928], [3.537, -1.456, 3.668], [0.469, -2.048, 5.507], [-2.388, -1.934, 2.614], [-1.822, -4.640, 3.858], [1.259, 1.269, 4.131], [1.113, 6.560, -2.115], [1.762, 3.333, 0.604], [2.127, -4.649, 1.095], [2.864, -0.404, -2.645], [-0.947, 0.628, 4.475], [-1.294, -3.132, 4.604], [-1.830, -2.269, 0.985], [0.989, 0.965, 2.411], [0.370, 3.057, -7.658], [2.459, 3.949, -4.012], [-2.177, 1.602, -4.094], [-2.866, -4.705, -2.062], [2.295, -3.550, 4.697], [2.244, 6.472, -0.757], [-5.133, -5.278, -1.231], [4.543, -2.496, 2.660]]
}

2.
{
  "formula": "C10H16N2O5",
  "method": "wB97M-V/def2-TZVPD",
  "orbital_gap_ev": 9.383,
  "de_lowest_kj_mol": 729.8,
  "e_lumo_ev": 0.24,
  "symbols": ["O", "O", "O", "O", "O", "N", "N", "C", "C", "C", "C", "C", "C", "C", "C", "C", "C", "H", "H", "H", "H", "H", "H", "H", "H", "H", "H", "H", "H", "H", "H", "H", "H"],
  "xyz": [[-4.782, -0.993, 1.115], [-2.029, 1.939, 1.559], [-0.520, 3.062, 0.212], [-5.926, -0.961, -0.910], [1.317, 1.296, -1.480], [3.558, -0.499, -1.015], [-0.029, -0.016, -0.137], [-1.220, 0.736, -0.477], [-1.259, 1.988, 0.534], [3.863, -0.508, 1.273], [-5.029, -0.488, -0.120], [4.115, 0.373, 0.219], [2.266, -0.816, -0.617], [-2.412, -0.250, -0.296], [1.202, 0.366, -0.608], [-3.795, 0.303, -0.572], [2.553, -1.675, 0.851], [4.868, -1.203, 1.452], [-3.853, 1.279, -0.134], [1.805, -1.463, -1.493], [-1.115, 1.209, -1.442], [-3.815, 0.479, -1.622], [3.604, -0.266, -2.248], [3.748, -0.030, 2.252], [1.599, -1.512, 1.736], [3.380, 1.358, 0.300], [-5.615, -1.615, 1.265], [5.158, 0.673, 0.036], [-2.172, -1.079, -0.902], [-2.588, -0.762, 0.744], [0.042, -0.799, 0.470], [3.051, -3.020, 0.717], [0.030, 2.896, -0.664]]
}

3.
{
  "formula": "C26H32CuGeN8S2",
  "method": "wB97M-V/def2-TZVPD",
  "orbital_gap_ev": [7.365, 6.906],
  "multiplicity": 2,
  "e_lumo_ev": [0.51, -0.98],
  "symbols": ["Ge", "Cu", "S", "S", "N", "N", "N", "N", "N", "N", "N", "N", "C", "C", "C", "C", "C", "C", "C", "C", "C", "C", "C", "C", "C", "C", "C", "C", "C", "C", "C", "C", "C", "C", "C", "C", "C", "C", "H", "H", "H", "H", "H", "H", "H", "H", "H", "H", "H", "H", "H", "H", "H", "H", "H", "H", "H", "H", "H", "H", "H", "H", "H", "H", "H", "H", "H", "H", "H", "H"],
  "xyz": [[-0.177, -0.178, -1.322], [-0.965, 0.302, 0.955], [-1.433, 2.587, 0.667], [-4.498, -2.469, -0.153], [0.664, 0.087, 2.272], [2.751, 1.050, 3.078], [2.494, -1.362, 2.960], [-3.968, 1.776, 1.073], [1.265, -0.088, 4.626], [-2.390, -1.020, 0.971], [-3.682, 1.497, 2.409], [-3.463, 2.513, -1.015], [1.388, -1.188, 2.032], [1.731, 2.062, -1.390], [1.578, 0.676, -1.486], [0.591, -3.765, -3.374], [0.412, -2.434, -3.025], [3.412, -0.229, 2.806], [-2.230, 2.246, -4.151], [-1.467, 0.556, -2.593], [-1.247, 1.731, -3.313], [2.212, 1.015, 4.438], [0.023, -2.081, -1.730], [-3.672, 0.408, -3.582], [0.176, 0.075, 3.672], [-3.446, 1.588, -4.282], [4.126, 1.841, -1.374], [-3.044, 2.264, 0.234], [0.375, -4.762, -2.432], [-0.199, -3.092, -0.800], [1.961, -1.343, 4.324], [3.993, 0.462, -1.467], [-3.277, -1.630, 0.499], [1.646, 1.197, 2.143], [2.991, 2.641, -1.342], [-0.024, -4.426, -1.148], [-2.691, -0.102, -2.743], [2.730, -0.113, -1.524], [4.874, -0.168, -1.496], [1.264, -2.175, 4.445], [-2.750, 2.618, -1.721], [-0.298, 2.248, -3.228], [2.029, 1.200, 1.123], [-0.533, -0.748, 3.782], [5.110, 2.291, -1.325], [0.509, -5.802, -2.704], [-2.887, -1.022, -2.201], [-0.541, -2.838, 0.196], [0.892, -4.025, -4.381], [-4.355, 2.170, -1.337], [-0.344, 1.017, 3.862], [3.798, -0.218, 1.784], [-3.628, 0.490, 2.531], [1.124, 2.137, 2.332], [2.784, -1.469, 5.029], [-0.210, -5.202, -0.416], [3.088, 3.717, -1.264], [-4.816, 1.396, 0.674], [0.679, -2.010, 2.145], [-4.611, -0.120, -3.693], [-4.209, 1.984, -4.941], [3.036, 0.897, 5.144], [4.247, -0.353, 3.499], [-4.399, 1.911, 2.990], [0.855, 2.698, -1.313], [2.641, -1.192, -1.596], [1.764, -1.181, 1.007], [-2.043, 3.156, -4.709], [1.704, 1.959, 4.644], [0.577, -1.662, -3.770]]
}

4.
{
  "formula": "ClHNP",
  "method": "wB97M-V/def2-TZVPD",
  "orbital_gap_ev": 8.815,
  "de_lowest_kj_mol": 177.0,
  "e_lumo_ev": -0.81,
  "smiles": "[H]/P=N/Cl",
  "symbols": ["Cl", "P", "N", "H"],
  "xyz": [[-0.447, 1.816, -0.834], [0.292, -0.319, 0.890], [-0.169, 0.169, -0.527], [0.325, -1.667, 0.472]]
}

Number 1: E_tot -8831.003765 hartree. Number 2: E_tot -876.154377 hartree. Number 3: E_tot -5961.793811 hartree. Number 4: E_tot -856.820328 hartree.